C19H24N2O6 | the ωB97M-V functional and the def2-TZVPD basis

Last column: natural (NBO) charge in e.
Atoms and positions in Å:
1 H 3.128 1.528 -6.042  0.10
2 H 0.976 2.127 -4.651  0.22
3 H -0.077 2.795 -2.421  0.15
4 H 0.613 -2.885 5.295  0.20
5 C 1.172 0.658 1.783  0.73
6 C 2.009 -0.572 -2.767  -0.28
7 N 1.105 1.412 0.762  -0.56
8 H -4.057 1.714 -4.310  0.23
9 H -1.135 -0.863 7.891  0.52
10 C -0.044 1.146 -0.241  -0.06
11 C 1.760 0.165 -4.046  0.39
12 H 0.873 0.112 4.506  0.25
13 C 1.128 1.504 -3.777  -0.37
14 H -1.510 -1.736 2.700  0.20
15 O -2.958 -0.634 -0.306  -0.60
16 O 1.109 -1.222 7.873  -0.64
17 H 1.478 2.349 0.637  0.43
18 O -2.122 0.861 -1.553  -0.56
19 C 1.496 -0.247 -1.666  -0.16
20 H -4.267 1.316 -1.884  0.19
21 H -2.408 -1.703 1.065  0.30
22 H -3.690 -0.058 -2.812  0.20
23 H 1.434 0.717 -6.650  0.19
24 O -0.710 -1.185 6.772  -0.65
25 C -0.669 -0.756 1.279  0.35
26 C -1.016 0.053 0.224  -0.24
27 H -0.734 2.161 -0.397  0.22
28 C 0.552 1.633 -2.609  -0.11
29 H 2.546 -1.472 -2.811  0.21
30 N 0.607 -0.493 1.864  -0.43
31 H 2.241 -2.014 5.495  0.24
32 H -2.277 1.436 -4.113  0.23
33 C 0.663 1.005 -1.438  -0.13
34 H 0.610 -2.365 2.730  0.18
35 H 2.892 0.013 -6.995  0.21
36 H -0.902 -2.685 1.273  0.23
37 C 0.661 -0.917 4.375  -0.44
38 H -0.507 -0.930 4.322  0.19
39 C -2.127 0.091 -0.488  0.74
40 C 1.013 -1.657 5.469  -0.45
41 C 1.033 -1.520 2.956  -0.17
42 C -3.112 1.930 -3.608  -0.65
43 H 2.235 -1.433 2.919  0.26
44 H -3.013 2.893 -3.129  0.23
45 C 2.293 0.341 -6.248  -0.20
46 C -3.406 0.998 -2.516  -0.05
47 O 2.476 -0.078 -4.952  -0.44
48 C 0.492 -1.476 6.801  0.75
49 C -1.564 -1.877 1.784  -0.68
50 H 1.442 -0.881 -0.807  0.20
51 O 2.267 0.699 2.464  -0.72

The HOMO energy comes out at -7.67 eV. The energy above the lowest of the compared OMol25 structures with the same formula, charge and spin is 378.32 kcal per mole.